2 unconnected molecules or ions with the total composition C2H14N2Si3 in a non-equilibrium geometry, computed with ωB97M-V/def2-TZVPD.

The total energy comes out at -28910.6308 eV. As for the net charge: 0. For the orbital gap, the calculation gives 7.383 eV. Its molecular weight is 150.406 g/mol. The value obtained for the highest occupied orbital energy is -8.28 eV. For the relative energy (zero: lowest compared OMol25 entry of this formula, charge and spin), the calculation gives 86.2 kcal per mole.

```
21
Properties=species:S:1:pos:R:3:forces:R:3:lowdin_charge:R:1
C 1.275313 1.387615 -2.045609 2.57 1.55 -1.98 -0.165
C 0.414972 -0.728270 -1.802676 -0.45 -3.63 1.24 -0.154
N 1.222867 0.249846 -1.203261 1.31 1.12 1.20 -0.405
N -1.178314 -0.397452 1.616938 1.44 0.66 -0.87 -0.480
Si -2.077480 1.029837 1.282861 3.08 -2.86 -3.44 0.368
Si -0.815126 -1.950114 2.150920 -1.10 -0.69 0.95 0.265
Si 1.357659 0.440365 0.465515 -1.92 -1.09 0.27 0.836
H 0.405912 1.922349 -2.074934 -2.94 1.25 0.02 0.047
H 2.010238 2.225092 -1.832632 -0.20 -1.50 0.14 0.106
H 1.412608 1.064598 -3.114696 0.34 0.27 1.01 0.108
H -0.628102 -0.529821 -1.516600 0.02 -0.64 -0.54 0.088
H 0.597721 -0.789066 -2.840102 -0.21 0.50 -1.37 0.063
H 0.764600 -1.794789 -1.527789 -0.92 1.49 0.32 0.125
H -0.947322 1.939133 0.948086 -0.44 0.76 -0.06 -0.129
H -2.757008 1.478151 2.355623 -2.04 1.21 2.23 -0.134
H -2.772176 0.784394 -0.079650 -0.17 0.57 0.99 -0.075
H -1.414225 -2.427700 3.501055 0.27 0.70 -0.59 -0.100
H -1.194210 -3.227915 1.409693 0.15 0.72 -0.36 -0.110
H 0.618273 -1.974809 2.324691 0.88 -0.35 0.10 -0.136
H 1.403734 1.777985 0.971698 0.10 0.69 0.10 -0.056
H 2.300068 -0.479428 1.010870 0.21 -0.73 0.61 -0.060
```
Forces are in eV/Å.



4 unconnected molecules or ions with the total composition C2H14NO3, computed with ωB97M-V/def2-TZVPD.

As for the spin multiplicity: 2. Its expectation value of S² is 0.75. The total energy comes out at -9930.6161 eV. As for the net charge: 0. For the orbital gap (spin up / spin down), the calculation gives 3.329 / 11.919 eV. Its molecular weight is 100.138 g/mol. The value obtained for the highest occupied orbital energy (spin up / spin down) is -2.57 / -11.44 eV. For the relative energy (zero: lowest compared OMol25 entry of this formula, charge and spin), the calculation gives 1.4 kcal per mole.

```
20
Properties=species:S:1:pos:R:3:forces:R:3:lowdin_charge:R:1
C 1.791684 0.428410 0.963450 0.57 0.13 0.20 -0.137
C 0.462396 0.575790 0.268550 -0.16 0.24 0.36 -0.320
N 0.249263 -0.450755 -0.787157 -0.04 -0.19 0.51 0.077
H 1.803770 -0.327254 1.745409 0.00 -0.39 -0.27 0.064
H 2.563916 0.234298 0.208705 0.02 -0.08 0.37 0.065
H 2.087517 1.344893 1.491588 -0.27 0.09 -0.28 0.075
H -0.381689 0.483603 0.940899 -0.07 0.03 0.15 0.086
H 0.400361 1.550820 -0.193908 -0.04 0.14 -0.36 0.084
H -0.486817 -0.101949 -1.460355 0.43 -0.20 -0.23 0.060
H -0.115874 -1.303515 -0.341142 -0.19 -0.07 0.09 0.068
H 1.152929 -0.709798 -1.220693 -0.42 0.30 -0.53 0.088
H -2.804303 1.327759 1.467012 -0.13 -0.33 -0.05 0.032
H -3.840428 0.190609 1.492855 -0.02 0.04 -0.05 0.030
O -2.896474 0.363105 1.420378 0.21 0.27 0.11 -0.111
H 1.456874 1.933157 -3.094423 0.06 -0.08 0.06 0.017
H 0.122728 1.387198 -3.574289 -0.11 -0.18 0.09 0.011
O 0.875830 1.162502 -3.005621 0.12 0.27 -0.12 -0.160
H -0.233966 -3.219051 1.034388 -0.34 0.23 0.07 0.043
H -1.301626 -2.341478 1.751671 -0.01 0.06 0.07 0.032
O -0.906097 -2.528352 0.892689 0.40 -0.29 -0.19 -0.105
```
Forces are in eV/Å.